No. 1
ORCA calculation (ωB97M-V/def2-TZVPD) on a 2-piece molecular cluster, C4H12NO3 overall in a non-equilibrium geometry.

## Properties
* multiplicity: 1
* total charge: -1
* energy relative to the best compared isomer or geometry (same formula, charge and spin): 25.5 kcal per mole
* E_tot: -440.06753 Ha
* HOMO-LUMO gap: 6.84 eV
* LUMO level: 3.6 eV

Each line ends with the natural charge from an NBO analysis.
Atoms and positions in Å:
C -0.65 1.18 0.65  -0.042
O 0.58 1.51 1.20  -0.986
C -0.41 0.39 -0.69  -0.084
C -0.47 -1.07 -0.40  -0.434
C -0.42 -1.91 -1.71  -0.066
O -0.25 -3.31 -1.55  -0.735
N 0.91 0.74 -1.28  -0.875
H -1.17 0.41 1.31  0.099
H -1.32 2.05 0.38  0.095
H -1.10 0.74 -1.47  0.160
H 0.40 -1.32 0.18  0.202
H -1.37 -1.39 0.15  0.196
H -1.36 -1.80 -2.29  0.146
H 0.41 -1.44 -2.29  0.180
H 0.16 -3.38 -0.61  0.457
H 1.64 0.64 -0.51  0.378
H 1.02 1.71 -1.43  0.352
H 0.56 2.09 2.88  0.519
H 1.88 2.14 3.69  0.447
O 0.94 2.01 3.78  -1.011

=====

No. 2
ORCA calculation (ωB97M-V/def2-TZVPD) on C37H36Cl3F5IO2PSi2V as an isolated structure.

## Properties
* <S²>: 0.777
* multiplicity: 2
* total charge: 0
* energy relative to the best compared isomer or geometry (same formula, charge and spin): 0.0 kcal per mole
* E_tot: -5624.24184 Ha
* HOMO-LUMO gap (spin up / spin down): 7.79 / 8.43 eV
* LUMO level (spin up / spin down): -0.8 / -0.2 eV

Each line ends with the Löwdin spin population.
Atoms and positions in Å:
V -0.14 0.00 0.13  1.087
Cl 1.84 3.53 -0.11  -0.003
Si 0.92 1.98 -1.13  -0.017
Cl 2.21 1.69 -2.74  -0.007
Cl -0.77 2.78 -2.09  -0.012
O 1.46 -0.93 -0.83  0.011
P 2.68 -1.62 -1.39  0.002
C 4.15 -0.62 -1.11  0.000
C 4.38 -0.19 0.20  0.000
C 5.46 0.63 0.49  0.000
C 6.31 1.03 -0.53  0.000
C 6.09 0.61 -1.83  0.000
C 5.01 -0.21 -2.12  0.000
C 2.49 -1.89 -3.15  0.000
C 1.28 -1.54 -3.73  0.000
C 1.08 -1.72 -5.10  0.000
C 2.10 -2.24 -5.88  0.000
C 3.32 -2.59 -5.31  0.000
C 3.52 -2.41 -3.95  0.000
C 2.98 -3.21 -0.60  0.000
C 3.22 -4.37 -1.33  0.000
C 3.48 -5.57 -0.68  0.000
C 3.49 -5.62 0.70  0.000
C 3.23 -4.48 1.44  0.000
C 2.98 -3.28 0.80  0.000
H 3.72 -0.48 1.00  0.000
H 5.62 0.97 1.50  0.000
H 7.15 1.68 -0.31  0.000
H 6.74 0.94 -2.63  0.000
H 4.81 -0.48 -3.15  0.000
H 0.48 -1.14 -3.12  0.000
H 0.14 -1.44 -5.54  0.000
H 1.95 -2.38 -6.94  0.000
H 4.11 -3.00 -5.92  0.000
H 4.47 -2.68 -3.51  0.000
H 3.19 -4.36 -2.41  0.000
H 3.66 -6.46 -1.26  0.000
H 3.69 -6.56 1.21  0.000
H 3.22 -4.52 2.52  0.000
H 2.74 -2.41 1.39  0.000
C -2.65 -0.51 3.40  0.000
C -3.65 0.44 2.73  0.000
C -4.46 1.13 3.83  0.000
C -4.64 -0.37 1.88  0.000
Si -2.77 1.67 1.57  -0.001
O -1.48 0.83 0.84  -0.030
C -2.06 3.22 2.33  0.000
C -2.36 3.77 3.58  0.000
C -1.80 4.98 3.98  0.000
C -0.93 5.66 3.15  0.000
C -0.63 5.14 1.90  0.000
C -1.19 3.94 1.50  0.000
C -3.89 2.17 0.17  -0.001
C -3.97 1.46 -1.03  0.000
C -4.86 1.84 -2.02  0.000
C -5.69 2.94 -1.83  0.000
C -5.62 3.65 -0.64  0.000
C -4.73 3.27 0.35  0.000
H -3.19 -1.23 4.01  0.000
H -1.95 0.03 4.04  0.000
H -2.07 -1.07 2.66  0.000
H -5.09 0.38 4.32  0.000
H -5.12 1.91 3.46  0.000
H -3.83 1.55 4.61  0.000
H -5.06 -1.18 2.49  0.000
H -4.17 -0.82 1.00  0.000
H -5.47 0.25 1.53  0.000
H -3.04 3.27 4.25  0.000
H -2.05 5.38 4.96  0.000
H -0.49 6.60 3.47  0.000
H 0.05 5.66 1.24  0.000
H -0.96 3.57 0.51  0.000
H -3.33 0.60 -1.20  0.000
H -4.90 1.28 -2.95  0.000
H -6.38 3.24 -2.61  0.000
H -6.26 4.51 -0.49  0.000
H -4.67 3.86 1.26  0.000
F -2.23 -1.95 0.40  -0.002
C -1.16 -1.80 -0.46  -0.010
F -1.69 -1.46 -1.70  -0.003
C -0.63 -3.23 -0.62  0.002
F 0.01 -3.60 0.50  0.001
F -1.61 -4.11 -0.84  0.000
F 0.23 -3.34 -1.64  0.000
I 1.05 1.27 3.19  0.010
C 0.81 -0.39 1.88  -0.031
H 0.30 -1.17 2.44  0.005
H 1.81 -0.69 1.62  -0.002

=====

No. 3
ORCA calculation (ωB97M-V/def2-TZVPD) on C5H7IS as an isolated structure in a non-equilibrium geometry.

## Properties
* <S²>: 2.012
* multiplicity: 3
* total charge: 0
* energy relative to the best compared isomer or geometry (same formula, charge and spin): 23.7 kcal per mole
* E_tot: -890.41065 Ha
* HOMO-LUMO gap (spin up / spin down): 5.29 / 6.61 eV
* LUMO level (spin up / spin down): 0.3 / -2.6 eV

Each line ends with the natural charge from an NBO analysis.
Atoms and positions in Å:
C -0.88 1.54 -1.15  -0.198
C -1.05 2.32 -0.06  -0.381
C -1.83 0.47 -1.19  -0.349
C -2.85 0.66 -0.34  -0.326
C 0.69 -1.14 0.91  -0.863
S -2.49 1.95 0.78  0.308
I -4.58 -0.43 0.01  0.251
H -0.08 1.57 -1.95  0.234
H -0.41 3.12 0.08  0.223
H -1.88 -0.42 -1.93  0.241
H 0.16 -1.89 1.42  0.212
H 0.46 -0.28 1.52  0.215
H 0.46 -1.05 -0.20  0.220
H 1.74 -1.41 1.14  0.212

=====

No. 4
ORCA calculation (ωB97M-V/def2-TZVPD) on one molecule with the formula C10H11NO2 in a non-equilibrium geometry.

## Properties
* multiplicity: 1
* total charge: 0
* energy relative to the best compared isomer or geometry (same formula, charge and spin): 214.0 kcal per mole
* SMILES: C=CCOc1ccccc1/C=N\O
* E_tot: -592.58319 Ha
* HOMO-LUMO gap: 9.16 eV
* LUMO level: 0.4 eV

Each line ends with the natural charge from an NBO analysis.
Atoms and positions in Å:
C -3.88 -1.05 0.12  -0.394
C -2.72 -0.24 0.11  -0.228
C -1.35 -0.79 0.48  -0.124
O -0.72 -0.35 -0.81  -0.550
C 0.54 -0.32 -0.53  0.398
C 1.36 -1.60 -0.49  -0.268
C 2.54 -1.38 -0.06  -0.204
C 3.37 -0.21 0.14  -0.236
C 2.56 0.97 -0.10  -0.122
C 1.22 0.94 -0.29  -0.263
C 0.57 2.14 0.32  0.017
N -0.50 2.89 0.21  -0.075
O -1.34 2.35 -0.77  -0.593
H -4.78 -0.68 -0.52  0.215
H -4.09 -1.84 0.96  0.218
H -2.48 0.72 -0.46  0.239
H -0.72 -0.24 1.28  0.218
H -1.17 -2.04 0.46  0.219
H 0.98 -2.68 -0.58  0.235
H 2.92 -2.36 0.00  0.209
H 4.39 -0.12 0.19  0.226
H 2.92 1.98 0.22  0.209
H 1.53 2.53 1.11  0.187
H -1.12 1.37 -0.99  0.467